The following is a DFT calculation (ωB97M-V with the def2-TZVPD basis set) of a cluster of 9 separate species, C8H32N11O11 in total in a non-equilibrium geometry.

Calculated values
Energy relative to the best compared isomer or geometry (same formula, charge and spin): 622.2 kJ/mol
Molar mass: 458.41 g mol⁻¹
Total charge: -1

Structure (XYZ):
```
62
Properties=species:S:1:pos:R:3:forces:R:3
N 1.0316 -0.2289 0.4171 -0.652 -2.088 -2.551
O 0.8037 0.9337 0.1847 0.623 3.446 -0.216
O 0.2214 -0.8674 1.0439 -2.137 -1.619 3.071
O 1.8930 -0.8818 -0.1939 2.032 0.285 -0.352
C 5.1855 1.0763 -5.1422 0.094 -0.221 0.603
O 6.4534 0.4391 -5.2684 0.193 0.223 -0.175
H 5.0038 1.2495 -4.0815 -0.411 0.024 -0.001
H 5.1709 2.0592 -5.6132 0.221 -0.204 -0.298
H 4.4212 0.4194 -5.5574 -0.254 0.240 -0.014
H 6.5683 -0.0741 -4.4652 0.142 -0.062 -0.097
C 6.2493 -5.7140 -1.4984 -1.806 0.931 0.863
O 7.3965 -6.4486 -1.6573 1.408 -1.007 -0.860
H 6.3099 -4.6798 -1.8373 0.502 0.092 -0.016
H 5.3680 -6.1003 -2.0104 0.029 -0.369 -0.081
H 6.0272 -5.7130 -0.4312 -0.330 0.307 0.080
H 7.1994 -7.2117 -2.2054 0.194 0.054 0.020
C -0.1248 4.8328 5.0397 -1.165 0.162 -1.568
O 0.9233 4.8014 4.0741 0.828 0.095 1.035
H 0.0856 5.2536 6.0229 0.886 -0.180 -0.287
H -0.8673 5.4892 4.5858 -0.556 0.147 0.412
H -0.5995 3.8561 5.1340 0.131 -0.152 0.320
H 0.5899 4.4154 3.2608 -0.105 -0.100 0.081
C -7.2125 -2.8494 2.1313 0.088 0.472 -1.684
O -7.4802 -2.4604 1.0119 -0.541 0.255 -0.534
N -8.0665 -3.2125 3.0551 -3.597 -0.978 2.370
N -5.9772 -2.9884 2.5630 2.502 0.093 0.141
H -7.7877 -3.4003 4.0075 -0.124 0.086 -0.381
H -9.0605 -3.1918 2.8769 0.346 0.065 -0.100
H -5.3217 -2.5250 1.9501 0.566 -0.377 0.687
H -5.8328 -3.3314 3.5019 0.786 0.378 -0.512
C 3.3634 7.0972 -2.9066 4.154 -0.158 4.096
O 4.1570 6.8877 -1.9698 -0.697 -0.617 -0.573
N 3.6492 8.0835 -3.7243 -0.395 2.261 -2.667
N 2.2622 6.4371 -3.1084 -2.472 -0.913 -0.984
H 2.9710 8.3167 -4.4355 0.604 0.312 -0.115
H 4.5218 8.5861 -3.6462 -0.448 -0.227 0.152
H 1.6672 6.8638 -3.8041 -0.480 -1.049 0.254
H 2.1006 5.5642 -2.6268 -0.248 0.383 -0.150
C -5.0947 3.4395 -0.6836 -3.681 1.048 -1.182
O -6.2457 3.7519 -0.6611 -3.690 1.274 0.117
N -4.4045 3.3439 -1.7482 3.888 -0.609 -5.292
N -4.4347 3.1425 0.3435 3.455 -1.597 6.146
H -4.7002 3.6175 -2.6744 -0.117 -0.230 0.519
H -3.5109 2.8957 -1.6047 -0.024 0.247 -1.079
H -3.4635 2.8895 0.2301 -0.254 -0.010 0.948
H -4.9188 3.1548 1.2298 0.486 -0.171 -0.165
C 1.3567 -5.4374 6.4660 -5.538 -3.196 -1.859
O 0.4481 -6.2477 6.1288 1.825 0.688 0.007
N 2.1880 -5.7094 7.4143 3.283 -1.612 3.283
N 1.3905 -4.2254 6.0239 0.761 3.772 -1.086
H 2.3356 -6.6942 7.5828 -0.094 0.294 0.249
H 2.9163 -5.0699 7.6983 -0.044 -0.318 -0.206
H 0.8778 -3.9193 5.2093 0.040 -0.081 0.404
H 2.0099 -3.6144 6.5368 -0.248 0.463 -0.830
C -2.8217 -1.9717 -4.4320 -1.401 0.833 -3.241
O -3.5526 -1.8394 -5.3825 -0.991 0.039 -2.173
N -1.5195 -2.0089 -4.4803 4.191 -0.616 -1.161
N -3.2419 -1.9758 -3.2392 -1.818 -0.317 6.152
H -1.0545 -2.4085 -3.6776 0.467 0.106 -0.499
H -1.1356 -2.1659 -5.4012 0.187 -0.067 0.341
H -2.4949 -1.9955 -2.5598 -0.967 0.240 0.699
H -4.1924 -1.7353 -2.9967 0.374 -0.172 -0.056
```
Positions in Å, forces in eV/Å.

=====

The following is a DFT calculation (ωB97M-V with the def2-TZVPD basis set) of a structure of composition H2NO4S2 in a non-equilibrium geometry.

Calculated values
Energy relative to the best compared isomer or geometry (same formula, charge and spin): 134.4 kJ/mol
Molar mass: 144.15 g mol⁻¹
Total charge: -1

Structure (XYZ):
```
9
Properties=species:S:1:pos:R:3:forces:R:3
N -1.4503 -1.9906 3.1276 -0.278 1.801 -0.867
O -2.8448 0.1083 1.1860 -1.377 -0.326 1.645
O 1.5943 -1.6469 0.5875 -0.539 0.583 -0.299
O 1.7771 -3.2480 2.3404 -0.431 -0.157 0.504
O -0.7717 -1.7346 2.0731 0.114 0.006 0.603
S -1.5460 -3.4223 3.7698 0.228 -1.419 0.394
S 0.9605 -2.7651 1.2487 0.923 -0.861 -0.407
H -2.0072 -0.1833 0.8446 0.661 -0.458 0.208
H -2.9748 -0.3831 2.0570 0.699 0.831 -1.782
```
Positions in Å, forces in eV/Å.

=====

The following is a DFT calculation (ωB97M-V with the def2-TZVPD basis set) of the molecule C3H2N2O3 in a non-equilibrium geometry.

Calculated values
SMILES: O=CC1=NOC=NO1
Energy relative to the best compared isomer or geometry (same formula, charge and spin): 698.3 kJ/mol
Molar mass: 114.06 g mol⁻¹
Total charge: 0

Structure (XYZ):
```
10
Properties=species:S:1:pos:R:3:forces:R:3
O 2.9686 0.5077 -0.2614 -4.711 -4.170 2.764
C 2.0235 -0.2546 0.1699 1.941 3.291 -3.387
C 0.4678 0.0978 -0.1514 6.651 -5.298 -0.083
N 0.0675 1.1966 -0.0003 -1.875 6.915 0.967
O -1.2894 1.4410 -0.2886 -1.173 -3.425 0.141
C -1.9474 0.1566 -0.0296 1.907 0.227 0.610
N -1.3729 -1.0029 -0.0328 -5.191 1.720 0.773
O -0.1591 -1.0214 -0.5063 2.812 -0.831 -1.632
H 2.0713 -1.3247 0.5454 0.653 1.188 -0.053
H -2.8299 0.2038 0.5551 -1.013 0.383 -0.100
```
Positions in Å, forces in eV/Å.

=====

The following is a DFT calculation (ωB97M-V with the def2-TZVPD basis set) of the molecule C5H8O.

Calculated values
SMILES: C[C@]12CC[C@H]1O2
Energy relative to the best compared isomer or geometry (same formula, charge and spin): 197.8 kJ/mol
Molar mass: 84.12 g mol⁻¹
Total charge: 0

Structure (XYZ):
```
14
Properties=species:S:1:pos:R:3:forces:R:3
C -1.7909 0.5151 0.3616 -0.003 -0.034 -0.031
C -0.4905 -0.0745 -0.0885 -0.180 0.058 0.250
C 0.6153 -0.7955 0.7155 -0.031 -0.084 0.158
C 1.6523 -0.1206 -0.2138 0.166 -0.029 -0.035
C 0.4922 0.3780 -1.0823 0.191 0.331 -0.047
O -0.4117 -0.6836 -1.3776 0.022 -0.147 -0.103
H -1.6331 1.2101 1.1937 0.014 -0.129 -0.116
H -2.4876 -0.2615 0.6955 0.123 0.054 -0.037
H -2.2619 1.0616 -0.4618 0.111 -0.099 0.104
H 0.7644 -0.5760 1.7739 -0.279 0.116 -0.095
H 0.5373 -1.8754 0.5658 0.003 0.118 0.151
H 2.0988 0.7519 0.2755 -0.017 -0.170 -0.015
H 2.4513 -0.7582 -0.5992 -0.180 0.133 -0.326
H 0.4640 1.2287 -1.7584 0.058 -0.118 0.141
```
Positions in Å, forces in eV/Å.